Density functional theory data (ωB97M-V/def2-TZVPD) for 10 unconnected molecules or ions with the total composition C42H60N9OP2.

```
114
Properties=species:S:1:pos:R:3:forces:R:3
C 0.29346 0.36531 -0.27924 -0.019 0.052 -0.118
C -0.34626 1.74414 -0.04903 0.061 -0.526 -0.241
P 0.31644 2.44786 1.55424 0.128 -0.145 -0.159
C 1.42898 3.73262 1.07512 -0.178 0.244 0.514
P 2.94475 3.90735 1.90103 -0.120 -0.113 0.089
C 3.63798 2.19656 1.81636 0.088 0.000 -0.185
O 2.72183 3.89236 3.61173 0.045 0.314 -0.047
C -1.18087 3.25029 2.29630 0.031 0.014 0.111
C -2.13815 2.16856 2.80541 0.232 -0.042 -0.104
H -0.03998 -0.09288 -1.21756 0.039 0.008 0.021
H 1.38361 0.46416 -0.31952 -0.030 -0.013 0.010
H 0.05475 -0.31920 0.53942 -0.002 0.019 -0.020
H -1.43396 1.60919 -0.07751 -0.023 0.210 0.242
H -0.06587 2.38706 -0.88750 -0.077 0.189 0.148
H 0.96094 4.71359 0.94096 0.011 -0.074 -0.331
H 2.95184 1.50285 2.31651 0.026 0.006 -0.025
H 3.70843 1.90925 0.76559 0.086 -0.010 0.058
H 4.63087 2.13323 2.26865 -0.030 0.028 0.009
H 3.01969 3.07276 4.00816 -0.039 -0.248 0.047
H -0.73862 3.80265 3.13227 -0.159 0.026 0.017
H -1.68718 3.98145 1.65721 0.107 -0.037 -0.078
H -2.76436 1.77459 2.00193 -0.031 0.088 0.017
H -1.50943 1.34685 3.15600 -0.311 -0.126 0.143
H -2.78251 2.48739 3.62801 -0.011 0.062 -0.065
N 2.83976 6.89373 0.20182 -0.057 0.005 0.025
C 2.13420 6.83265 -0.96061 0.009 0.006 0.000
C 2.16330 8.07735 -1.54326 0.004 -0.002 0.009
C 2.92182 8.92197 -0.68677 -0.003 -0.014 0.000
C 3.32223 8.15468 0.38079 0.006 0.006 -0.001
H 2.97999 6.10629 0.83391 0.113 -0.032 -0.070
H 1.67513 5.90651 -1.26355 -0.001 0.005 -0.005
H 1.69379 8.34951 -2.47489 0.002 0.000 0.002
H 3.14713 9.96610 -0.83430 0.000 -0.003 0.000
H 3.90965 8.40423 1.24835 -0.005 0.001 -0.003
N -0.34438 -0.56394 5.03008 -0.011 -0.039 -0.049
C -0.27346 0.73429 5.44139 0.124 0.134 -0.047
C -0.86541 0.82033 6.67353 -0.019 -0.110 0.007
C -1.31099 -0.48856 7.01756 -0.010 0.014 -0.034
C -0.97624 -1.31995 5.97957 -0.061 0.028 -0.007
H 0.00900 -0.89421 4.14879 -0.029 0.028 -0.017
H 0.18388 1.47664 4.80600 -0.005 0.036 0.046
H -0.97659 1.72009 7.25523 0.021 -0.009 0.011
H -1.82029 -0.78494 7.92003 0.006 -0.001 -0.002
H -1.12789 -2.37731 5.84187 0.005 -0.001 0.023
N 3.06937 -4.86641 5.39909 -0.002 -0.001 0.018
C 2.02477 -4.00772 5.18345 -0.018 0.005 -0.019
C 2.26021 -2.86600 5.90162 0.050 -0.032 -0.003
C 3.49826 -3.04425 6.57823 -0.006 0.003 -0.004
C 3.97177 -4.28605 6.24904 0.004 -0.007 -0.010
H 3.16128 -5.77800 4.99201 0.006 0.014 -0.006
H 1.20847 -4.27906 4.53511 0.002 0.003 0.001
H 1.62008 -2.00105 5.93710 0.025 0.007 0.048
H 3.98404 -2.33567 7.22811 -0.001 -0.004 -0.003
H 4.87148 -4.79998 6.54159 -0.003 0.002 -0.002
N -6.26214 0.59291 -0.86227 0.011 -0.032 -0.014
C -5.53514 0.17565 0.22420 -0.014 -0.065 -0.042
C -4.20633 0.34383 -0.06885 -0.030 -0.061 -0.106
C -4.12889 0.88633 -1.38235 -0.009 -0.090 -0.013
C -5.41181 1.03016 -1.84374 -0.024 -0.014 -0.028
H -7.26380 0.60157 -0.91951 0.007 0.021 0.006
H -6.02299 -0.19341 1.11109 0.000 0.033 0.009
H -3.37837 0.10317 0.57705 0.003 0.023 -0.007
H -3.22989 1.14962 -1.91545 0.005 0.024 0.031
H -5.78600 1.41668 -2.77725 0.012 0.004 -0.002
N 4.57648 -0.89913 -0.19177 0.001 -0.030 -0.010
C 5.57885 -0.75409 0.72355 -0.044 0.018 0.079
C 6.77176 -0.76993 0.05085 -0.024 -0.024 -0.056
C 6.47198 -0.93533 -1.33041 -0.009 0.029 -0.012
C 5.10816 -1.00686 -1.44613 0.024 0.002 0.038
H 3.59601 -0.90342 0.02746 0.005 0.078 -0.006
H 5.35316 -0.63453 1.76935 0.026 0.016 -0.001
H 7.74692 -0.66174 0.49588 -0.002 -0.017 0.001
H 7.17374 -0.98882 -2.14663 -0.003 -0.019 0.003
H 4.48014 -1.12154 -2.31171 -0.011 -0.023 0.016
N -3.76013 -2.93922 0.36057 0.281 -0.401 0.155
C -2.88220 -3.92653 -0.00526 -0.042 -0.024 -0.088
C -2.11416 -4.23645 1.08729 -0.011 0.038 -0.002
C -2.54083 -3.40235 2.16143 0.051 -0.137 -0.258
C -3.55319 -2.62752 1.67085 -0.272 0.464 0.272
H -4.43447 -2.49032 -0.22947 0.105 0.086 -0.007
H -2.87950 -4.32365 -1.00644 0.012 0.014 -0.001
H -1.32623 -4.97113 1.10923 -0.004 0.001 -0.006
H -2.14371 -3.36113 3.16182 -0.026 -0.027 0.009
H -4.13841 -1.85655 2.14393 0.041 -0.007 0.056
N -5.56245 -2.55835 -2.72307 0.001 -0.029 0.054
C -5.62024 -2.48987 -4.08550 0.015 0.056 0.006
C -5.85825 -3.75194 -4.56430 -0.016 -0.014 0.019
C -5.95109 -4.61955 -3.43944 0.051 0.091 -0.079
C -5.76161 -3.85227 -2.32132 -0.040 0.112 0.117
H -5.39894 -1.76248 -2.12621 -0.014 0.043 -0.035
H -5.49929 -1.54092 -4.57990 -0.050 -0.010 -0.022
H -5.95940 -4.02535 -5.60167 -0.005 0.000 0.003
H -6.13197 -5.68119 -3.45145 0.003 0.003 0.000
H -5.76190 -4.11404 -1.27619 0.004 -0.055 -0.023
N 6.75635 -2.66125 -5.38036 0.006 0.017 -0.010
C 5.59962 -2.13725 -4.87177 -0.002 -0.008 -0.016
C 4.80068 -3.18075 -4.48893 -0.004 -0.010 -0.031
C 5.50379 -4.38164 -4.77935 0.005 0.007 0.002
C 6.70756 -4.02750 -5.32784 0.002 -0.003 0.004
H 7.52454 -2.12224 -5.73402 -0.003 -0.006 0.015
H 5.44927 -1.07231 -4.81723 -0.007 -0.005 0.010
H 3.82424 -3.09611 -4.04198 0.004 0.001 -0.002
H 5.16627 -5.38851 -4.59842 0.001 0.004 -0.001
H 7.52906 -4.62887 -5.67773 -0.003 0.002 0.000
N -4.15407 0.04723 -6.38735 -0.029 -0.074 -0.012
C -4.39247 0.82225 -7.48895 0.001 0.045 0.027
C -4.02962 2.10683 -7.18140 -0.009 -0.002 0.008
C -3.55220 2.10408 -5.84162 -0.012 0.002 -0.001
C -3.64002 0.81765 -5.37977 -0.013 0.008 0.014
H -4.31768 -0.94149 -6.33241 0.075 -0.004 -0.013
H -4.79890 0.39876 -8.39137 0.007 0.000 0.001
H -4.09579 2.95509 -7.84215 0.000 -0.003 0.003
H -3.18000 2.94725 -5.28388 0.003 -0.004 -0.002
H -3.37525 0.38921 -4.42723 0.002 -0.010 -0.016
```
Forces are in eV/Å.

Calculated values
2S+1 = 1
Electronic energy = -2887.1047 Ha
F_max = 0.012 hartree/bohr
LUMO level = 1.92 eV
ΔE to the lowest compared entry with this formula, charge and spin = 0.0 kJ/mol
Charge = -1
Gap between HOMO and LUMO = 0.2081 hartree

Results of the Mulliken charge analysis, in e, for atoms 1 through 2: number 1, C, carries -1.302; number 2, C, carries -0.214